w) This record from the Open Molecules 2025 dataset describes a cluster of 5 separate species, CH13NO4 in total. The level of theory is ωB97M-V/def2-TZVPD.

Geometry (Å):
O: -3.14040 -0.41983 0.06465
O: -0.18233 -3.28545 -0.46624
O: 0.54159 -0.11110 2.05997
O: -1.48091 2.00886 0.49841
N: 1.56628 1.14268 -0.49778
C: 1.96248 0.19799 -1.58408
H: -0.78632 1.42460 0.16507
H: -2.00505 2.50037 -0.13773
H: 0.78938 1.70963 -0.80280
H: 1.96161 0.73243 -2.54915
H: 1.37411 0.65553 0.35876
H: 2.95791 0.01062 -1.17558
H: 1.29305 -0.63780 -1.65019
H: -0.53726 -3.13190 0.41199
H: 0.12606 -2.48402 -0.89097
H: 0.13297 0.67273 2.43184
H: 1.30693 -0.34591 2.59256
H: -3.20880 -1.01060 0.82084
H: -2.67129 0.37117 0.35042

Computed properties:
HOMO = -0.344 Ha
lowest unoccupied orbital energy = 0.277 eV
structure (SMILES) = CN.O.O.O.O

List of Mulliken charges in e, atom by atom: -0.6444, -0.6396, -0.6647, -0.6972, -0.5980, -0.4889, 0.2764, 0.3078, 0.2651, 0.3358, 0.3521, 0.2783, -0.0014, 0.2984, 0.3161, 0.3251, 0.3013, 0.3030, 0.3748


x) This record from the Open Molecules 2025 dataset describes a cluster of 5 separate species, CH13NO4 in total. The level of theory is ωB97M-V/def2-TZVPD.

Geometry (Å):
O: 2.41399 -0.54444 -4.07884
O: 1.26257 1.04811 1.75942
O: 1.80367 -0.45079 -0.44330
O: -1.73720 2.56303 2.98093
N: -1.01427 -0.10139 0.09073
C: -1.63703 -1.42576 -0.11647
H: 0.90929 -0.02698 -0.44348
H: -0.42665 -0.13347 0.92356
H: -1.89363 -1.59029 -1.16042
H: 1.74021 -1.07679 -1.14841
H: 1.73973 1.85638 1.97149
H: 1.54911 -0.41786 -3.70595
H: -1.74960 0.53361 0.35690
H: 2.55317 -1.39005 -4.53873
H: -2.14613 2.76195 2.13001
H: -2.49313 -1.63243 0.52590
H: -0.90841 -2.17521 0.20962
H: -1.98029 1.66356 3.23759
H: 2.01458 0.53882 1.44947

Computed properties:
HOMO = -0.367 Ha
lowest unoccupied orbital energy = 0.555 eV
structure (SMILES) = CN.O.O.O.O

List of Mulliken charges in e, atom by atom: -0.6368, -0.5988, -0.6719, -0.6218, -0.5825, -0.8106, 0.4354, 0.2578, 0.2647, 0.2540, 0.2879, 0.3144, 0.2130, 0.3233, 0.3074, 0.3122, 0.3207, 0.3078, 0.3236


It turns out x) is the most stable, with the second structure 6.4 kcal/mol higher.


w) This record from the Open Molecules 2025 dataset describes a cluster of 5 separate species, CH13NO4 in total. The level of theory is ωB97M-V/def2-TZVPD.

Geometry (Å):
O: 0.65674 -0.52729 -1.85246
O: -0.15883 -2.96163 -0.10779
O: -1.53465 0.88471 -1.74993
O: 0.96947 3.21911 -0.85471
N: 0.93838 -0.45576 1.84689
C: -0.26563 0.13310 2.48277
H: 0.39986 -1.10224 -2.58080
H: 0.65179 -1.15468 -1.11618
H: -1.10631 -0.51270 2.60084
H: -0.71600 0.94763 1.87920
H: -2.09975 1.01224 -2.50792
H: 1.62434 0.22497 1.56669
H: 0.15815 0.56557 3.40544
H: -0.77879 -2.71228 -0.79840
H: -0.54030 -2.81779 0.76223
H: -0.58539 0.91953 -1.90300
H: 0.81883 2.95909 -1.77341
H: 0.78050 2.42669 -0.34601
H: 0.78758 -1.04828 1.04655

Computed properties:
HOMO = -0.338 Ha
lowest unoccupied orbital energy = 0.216 eV
structure (SMILES) = CN.O.O.O.O

List of Mulliken charges in e, atom by atom: -0.6088, -0.6956, -0.5954, -0.6168, -0.5263, -0.6651, 0.3181, 0.3168, 0.2854, 0.2273, 0.2760, 0.2537, 0.2965, 0.3321, 0.3349, 0.3063, 0.3137, 0.3116, 0.1358


x) This record from the Open Molecules 2025 dataset describes a cluster of 5 separate species, CH13NO4 in total. The level of theory is ωB97M-V/def2-TZVPD.

Geometry (Å):
O: 0.16983 -1.42756 -1.32926
O: 3.05298 3.58183 1.30352
O: 2.91185 -0.59448 -1.74287
O: 0.32939 1.28649 0.05032
N: -2.28173 -1.02716 -0.05855
C: -2.61089 -1.15412 1.38017
H: -0.02791 -2.08377 -2.00331
H: 3.13389 3.07273 2.11646
H: 2.60086 4.39131 1.57473
H: 2.01617 -0.96662 -1.69860
H: -2.36329 -0.06190 -0.37251
H: -3.44411 -0.51001 1.67161
H: 0.45154 0.37045 -0.25146
H: -2.87953 -2.18529 1.59155
H: -1.73104 -0.96532 2.00059
H: -2.93656 -1.59198 -0.58128
H: 3.08583 -0.48110 -2.68205
H: 1.16916 1.69802 -0.19499
H: -0.64643 -1.35154 -0.77408

Computed properties:
HOMO = -0.377 Ha
lowest unoccupied orbital energy = 0.746 eV
structure (SMILES) = CN.O.O.O.O

List of Mulliken charges in e, atom by atom: -0.7456, -0.6331, -0.6261, -0.6528, -0.5852, -0.7891, 0.2643, 0.3200, 0.3165, 0.3764, 0.2567, 0.2933, 0.3504, 0.3097, 0.2481, 0.2471, 0.3090, 0.3412, 0.3992


It turns out x) is the most stable, with the second structure 18.9 kcal/mol higher.